The following is a quantum chemistry calculation of a 15-piece molecular cluster, C18H64N2O15 overall in a non-equilibrium geometry, from OMol25.

```
! RIJCOSX wB97M-V def2-TZVPD def2/J DEFGRID3
* xyz 0 1
C 1.44 1.97 -2.01
C 1.39 1.45 -0.57
C 2.81 1.10 -0.13
C 3.03 0.97 1.38
C 2.52 2.28 2.02
C 1.11 2.72 1.68
N 0.90 2.58 0.23
O -0.38 3.06 -0.14
C 0.06 1.95 2.47
C 1.00 4.21 2.07
C 0.53 0.19 -0.40
H 1.92 1.22 -2.65
H 1.99 2.90 -2.14
H 0.45 2.04 -2.46
H 3.09 0.21 -0.69
H 3.47 1.91 -0.47
H 4.09 1.00 1.65
H 2.61 0.07 1.81
H 3.30 3.03 1.86
H 2.58 2.28 3.12
H -0.69 2.67 2.84
H -0.55 1.23 1.92
H 0.34 1.50 3.43
H -0.02 4.58 2.06
H 1.39 4.35 3.08
H 1.58 4.83 1.39
H -0.52 0.49 -0.56
H 0.51 -0.12 0.65
H 0.75 -0.69 -1.00
H -1.00 2.47 0.31
C 0.09 -5.51 -1.41
C -0.90 -4.54 -2.08
C -1.21 -5.00 -3.50
C -2.25 -6.07 -3.70
C -3.54 -5.80 -2.84
C -3.20 -5.44 -1.39
N -2.17 -4.41 -1.34
O -2.05 -3.78 -0.10
C -4.52 -4.88 -0.84
C -2.79 -6.72 -0.62
C -0.27 -3.15 -2.14
H 1.06 -5.37 -1.90
H -0.21 -6.55 -1.36
H 0.38 -5.23 -0.39
H -1.39 -4.12 -4.12
H -0.27 -5.42 -3.87
H -1.95 -7.08 -3.44
H -2.53 -6.01 -4.75
H -4.14 -6.71 -2.91
H -4.08 -5.00 -3.35
H -4.80 -3.89 -1.18
H -5.35 -5.59 -0.92
H -4.41 -4.85 0.25
H -2.26 -7.38 -1.30
H -2.15 -6.42 0.21
H -3.67 -7.21 -0.19
H -0.97 -2.39 -2.49
H 0.62 -3.17 -2.78
H 0.17 -2.79 -1.20
H -2.53 -2.95 -0.19
O 2.75 7.01 -0.02
H 2.33 6.57 0.71
H 2.17 6.82 -0.78
O 0.63 -2.73 2.48
H 0.18 -3.55 2.24
H 0.97 -2.39 1.64
O -0.97 7.34 1.83
H -1.44 6.85 2.53
H -0.85 6.70 1.11
O 0.92 5.45 -1.30
H -0.03 5.71 -1.36
H 0.90 4.49 -1.09
O 2.93 -2.10 -0.13
H 3.65 -2.04 -0.77
H 3.35 -2.43 0.68
O -3.11 2.03 1.37
H -3.45 2.17 0.47
H -3.89 1.89 1.90
O -3.38 3.60 3.83
H -3.18 2.72 4.17
H -4.03 3.45 3.14
O -2.04 5.94 4.16
H -2.33 5.04 3.89
H -2.70 6.23 4.79
O -1.70 6.00 -1.17
H -2.25 5.26 -1.47
H -2.30 6.75 -1.12
O -3.02 -0.75 0.23
H -3.57 -1.10 0.94
H -2.82 0.16 0.50
O 6.29 3.26 -0.17
H 6.37 2.85 0.70
H 5.48 3.77 -0.13
O 5.56 -0.72 -1.94
H 5.36 -0.68 -2.88
H 5.99 0.12 -1.75
O 4.43 -1.79 2.34
H 4.42 -2.00 3.28
H 3.99 -0.93 2.27
*
```

## Properties
HOMO-LUMO gap   7.2 eV
HOMO   -8.03 eV
Total energy   -1962.2171 a.u.
E_LUMO   -0.9 eV

The following is a quantum chemistry calculation of a 2-piece molecular cluster, C5H10O2Si overall in a non-equilibrium geometry, from OMol25.

```
! RIJCOSX wB97M-V def2-TZVPD def2/J DEFGRID3
* xyz 0 1
C 2.50 0.57 0.56
C -0.14 2.29 -1.34
C 1.08 -0.12 0.69
C -1.10 1.76 -0.88
C 0.29 -0.51 -0.33
O -2.07 -1.11 1.28
O -2.11 -1.49 -1.24
Si -1.17 -1.64 0.06
H 3.26 0.18 1.31
H 2.78 0.62 -0.56
H 0.81 2.55 -1.71
H 2.23 1.56 0.71
H 0.76 -0.31 1.72
H -1.90 1.23 -0.45
H 0.64 -0.40 -1.39
H -2.05 -1.07 2.23
H -3.07 -1.16 -1.01
H -0.75 -2.94 0.36
*
```

## Properties
HOMO-LUMO gap   9.5 eV
ΔE to the lowest compared entry with this formula, charge and spin   34.2 kcal per mole
SMILES   C/C=C/[SiH](O)O.C#C
HOMO   -8.96 eV
Total energy   -636.4384 a.u.
E_LUMO   0.6 eV

The following is a quantum chemistry calculation of C20H24N7PRu as an isolated structure, from OMol25.

```
! RIJCOSX wB97M-V def2-TZVPD def2/J DEFGRID3
* xyz 2 5
Ru 1.38 -0.50 -0.37
C -2.46 -0.87 3.52
N -1.64 -1.32 2.40
C -1.81 -2.51 1.73
C -0.84 -2.56 0.77
N -0.09 -1.42 0.86
C -0.58 -0.68 1.85
P 0.05 0.93 2.44
C 1.80 0.48 2.44
N 2.41 -0.08 1.40
C 3.72 -0.28 1.76
C 3.89 0.17 3.04
N 2.67 0.65 3.45
C 2.40 1.23 4.77
C 0.07 1.87 0.86
N 0.67 1.50 -0.27
C 0.46 2.49 -1.19
C -0.26 3.48 -0.59
N -0.50 3.08 0.69
C -1.24 3.85 1.69
H -3.30 -1.55 3.62
H -2.85 0.13 3.32
H -1.89 -0.87 4.44
H -2.58 -3.20 1.99
H -0.65 -3.32 0.03
H 4.45 -0.72 1.10
H 4.76 0.20 3.67
H 3.32 1.22 5.35
H 1.64 0.64 5.29
H 2.06 2.26 4.66
H 0.84 2.44 -2.20
H -0.61 4.43 -0.97
H -1.68 4.71 1.20
H -0.58 4.19 2.48
H -2.04 3.25 2.12
C -2.18 -0.18 -1.86
C -1.55 -0.80 -3.07
C -2.28 -1.05 -4.21
C -1.70 -1.63 -5.33
C -0.35 -1.98 -5.34
C 0.45 -1.75 -4.24
C 1.90 -2.12 -4.23
C -0.16 -1.15 -3.08
N 0.59 -0.94 -2.03
H -3.23 0.02 -2.04
H -1.69 0.77 -1.61
H -2.10 -0.83 -0.99
H -3.34 -0.79 -4.23
H -2.30 -1.82 -6.21
H 0.09 -2.43 -6.22
H 2.19 -2.56 -5.18
H 2.12 -2.84 -3.44
H 2.53 -1.24 -4.06
*
```

## Properties
HOMO-LUMO gap (alpha / beta)   6.7 / 6.9 eV
ΔE to the lowest compared entry with this formula, charge and spin   0.0 kcal per mole
HOMO (alpha / beta)   -13.04 / -14.24 eV
Total energy   -1595.4998 a.u.
E_LUMO (alpha / beta)   -6.3 / -7.3 eV

The following is a quantum chemistry calculation of a 2-piece molecular cluster, C6H14N2O2 overall in a non-equilibrium geometry, from OMol25.

```
! RIJCOSX wB97M-V def2-TZVPD def2/J DEFGRID3
* xyz -1 2
C 2.41 -0.96 0.64
C 0.71 2.32 2.05
C 1.77 1.29 1.89
O 2.90 1.40 2.33
N 1.40 0.05 1.24
H 0.39 -0.12 0.95
H 3.07 -1.23 1.54
H 0.11 2.28 2.99
H 1.86 -1.94 0.50
H 3.13 -0.59 -0.15
H 1.31 3.31 2.04
H -0.12 2.23 1.18
C -2.41 -2.37 -1.27
C -0.94 1.03 -1.54
C -1.41 -1.22 -1.14
O -0.69 -1.24 -0.16
N -1.61 -0.15 -1.95
H -2.37 -2.76 -2.30
H -1.87 -0.32 -2.88
H -0.86 1.20 -0.39
H -2.08 -3.23 -0.69
H -3.47 -2.10 -1.04
H 0.06 1.06 -1.86
H -1.29 2.06 -1.95
*
```

## Properties
HOMO-LUMO gap (alpha / beta)   2.6 / 9.6 eV
ΔE to the lowest compared entry with this formula, charge and spin   51.5 kcal per mole
HOMO (alpha / beta)   0.90 / -6.17 eV
Total energy   -496.9438 a.u.
E_LUMO (alpha / beta)   3.5 / 3.5 eV

The following is a quantum chemistry calculation of one molecule with the formula C8H10O2 in a non-equilibrium geometry, from OMol25.

```
! RIJCOSX wB97M-V def2-TZVPD def2/J DEFGRID3
* xyz 0 1
C 2.46 0.41 0.04
C -1.08 -0.05 0.70
C 0.10 0.46 1.64
C 0.27 1.33 -0.58
C 0.29 -0.85 -1.26
C -0.73 0.26 -0.77
C 1.12 0.59 0.53
C 1.50 -0.69 -0.28
O 3.54 0.88 -0.02
O 1.83 -1.84 0.36
H -1.41 -1.04 1.08
H -1.96 0.66 0.87
H 0.02 1.52 1.93
H 0.42 -0.22 2.42
H 0.81 1.53 -1.42
H -0.12 2.26 -0.23
H -0.11 -1.88 -1.08
H 0.69 -0.62 -2.29
H -1.58 0.43 -1.48
H 2.65 -2.21 -0.15
*
```

## Properties
HOMO-LUMO gap   9.8 eV
ΔE to the lowest compared entry with this formula, charge and spin   96.8 kcal per mole
SMILES   O=C1[C@@]23CC[C@@H](C2)C[C@@]13O
HOMO   -9.07 eV
Total energy   -461.1842 a.u.
E_LUMO   0.7 eV

The following is a quantum chemistry calculation of an isolated ion of composition C3H7O2 and charge -1 in a non-equilibrium geometry, from OMol25.

```
! RIJCOSX wB97M-V def2-TZVPD def2/J DEFGRID3
* xyz -1 1
C -0.51 0.25 0.09
C 0.23 -1.06 0.02
O -0.53 -2.21 -0.39
C 0.50 1.46 0.00
O 0.07 2.63 0.46
H -1.24 0.47 -0.69
H -1.07 0.23 1.02
H 0.73 -1.27 0.96
H 1.07 -0.98 -0.69
H -1.45 -2.03 -0.15
H 0.75 1.45 -1.10
H 1.45 1.07 0.47
*
```

## Properties
HOMO-LUMO gap   6.1 eV
ΔE to the lowest compared entry with this formula, charge and spin   54.6 kcal per mole
SMILES   [O-]CCCO
HOMO   -2.26 eV
Total energy   -268.9530 a.u.
E_LUMO   3.8 eV

The following is a quantum chemistry calculation of F2FeH24O14P as an isolated structure in a non-equilibrium geometry, from OMol25.

```
! RIJCOSX wB97M-V def2-TZVPD def2/J DEFGRID3
* xyz 2 6
Fe -1.21 -0.70 0.99
O -0.28 0.24 -0.26
P 1.09 -0.29 -1.09
O 0.42 -0.94 0.13
F 1.71 1.14 -0.89
F 0.31 0.26 -2.34
O -1.85 1.21 1.42
H -1.34 1.85 0.91
H -2.02 1.78 2.20
O -2.74 -0.83 -0.26
H -3.20 0.00 -0.12
H -2.65 -0.77 -1.22
O 1.95 -2.76 -2.57
H 1.00 -2.88 -2.61
H 2.20 -3.06 -3.45
O -0.97 -2.79 1.05
H -1.44 -3.49 1.58
H -0.21 -3.21 0.61
O 1.59 1.82 1.83
H 1.14 1.08 2.20
H 1.59 2.37 2.60
O -0.18 3.40 0.23
H 0.07 3.63 -0.71
H 0.55 2.87 0.52
O 2.70 -0.92 2.50
H 2.86 -1.62 3.12
H 2.87 -1.37 1.63
O 0.18 -0.52 2.63
H 0.24 -0.02 3.44
H 0.98 -1.00 2.55
O 4.13 2.92 1.15
H 4.07 3.59 1.82
H 3.25 2.68 1.02
O -2.10 1.86 -1.53
H -2.16 2.59 -0.92
H -1.27 1.39 -1.35
O -2.59 -0.71 -2.95
H -3.10 -1.10 -3.65
H -2.57 0.27 -3.12
O -0.75 -2.61 -2.07
H -1.19 -3.40 -2.37
H -1.11 -1.96 -2.61
*
```

## Properties
HOMO-LUMO gap (alpha / beta)   8.7 / 5.2 eV
ΔE to the lowest compared entry with this formula, charge and spin   0.0 kcal per mole
HOMO (alpha / beta)   -15.72 / -15.72 eV
Total energy   -2871.8359 a.u.
E_LUMO (alpha / beta)   -7.1 / -10.5 eV

The following is a quantum chemistry calculation of C13H14IN3PdS as an isolated structure in a non-equilibrium geometry, from OMol25.

```
! RIJCOSX wB97M-V def2-TZVPD def2/J DEFGRID3
* xyz 0 3
C -1.04 -3.51 0.07
C -0.56 -2.95 -1.26
H -0.29 -4.17 0.49
H -1.96 -4.07 -0.07
H -1.28 -2.75 0.84
H 0.26 -2.22 -1.18
H -0.15 -3.76 -1.86
H -1.38 -2.48 -1.80
C 1.30 -0.17 2.86
C 2.11 0.64 3.66
C 2.88 1.63 3.04
C 2.80 1.78 1.66
H 0.64 -0.92 3.29
H 2.11 0.48 4.74
H 3.53 2.29 3.62
H 3.38 2.52 1.11
N 1.22 0.00 1.54
C 1.92 0.97 0.92
C 1.70 1.12 -0.52
N 0.77 0.29 -1.08
C 0.54 0.29 -2.40
C 2.14 2.07 -2.70
C 1.21 1.18 -3.25
H -0.21 -0.41 -2.78
H 0.99 1.16 -4.32
C 2.39 2.03 -1.33
H 3.12 2.68 -0.86
H 2.67 2.79 -3.33
Pd -0.39 -0.92 0.28
I -2.14 -0.43 2.36
S -4.05 1.25 -1.13
C -2.86 0.22 -1.00
N -1.95 -0.58 -1.02
*
```

## Properties
HOMO-LUMO gap (alpha / beta)   6.2 / 5.7 eV
ΔE to the lowest compared entry with this formula, charge and spin   0.0 kcal per mole
HOMO (alpha / beta)   -7.23 / -7.52 eV
Total energy   -1491.7721 a.u.
E_LUMO (alpha / beta)   -1.0 / -1.8 eV

The following is a quantum chemistry calculation of C31H23BrF4N4O5PZn as an isolated structure, from OMol25.

```
! RIJCOSX wB97M-V def2-TZVPD def2/J DEFGRID3
* xyz 1 1
Zn 10.39 9.67 10.17
C 10.24 9.67 14.55
C 10.14 9.10 13.17
O 10.64 9.66 12.18
N 9.49 7.94 13.09
C 9.39 7.11 11.90
C 8.32 7.55 10.93
C 7.24 6.70 10.69
C 6.32 7.03 9.70
C 6.52 8.20 8.99
C 7.60 9.00 9.31
N 8.48 8.70 10.27
H 10.71 10.65 14.52
H 10.84 9.01 15.18
H 9.25 9.77 14.99
H 9.10 7.55 13.95
H 9.20 6.09 12.21
H 10.35 7.14 11.38
H 7.12 5.79 11.24
H 5.48 6.39 9.48
H 5.84 8.49 8.20
H 7.78 9.91 8.76
F 6.86 17.04 10.56
C 7.67 15.99 10.56
C 9.05 16.15 10.55
F 9.59 17.36 10.58
C 9.88 15.03 10.52
F 11.19 15.26 10.56
C 9.39 13.73 10.47
P 10.53 12.27 10.26
C 11.71 12.73 11.57
C 11.19 12.60 12.86
C 11.94 12.93 13.97
C 13.23 13.41 13.81
C 13.75 13.57 12.54
C 13.00 13.23 11.42
C 11.26 12.58 8.61
C 12.11 13.64 8.28
C 12.65 13.72 7.00
C 12.34 12.78 6.04
C 11.47 11.74 6.36
C 10.94 11.64 7.63
C 8.01 13.59 10.56
Br 7.22 11.90 10.76
C 7.16 14.69 10.59
F 5.84 14.51 10.65
H 10.17 12.24 12.96
H 11.51 12.84 14.95
H 13.81 13.68 14.67
H 14.74 13.99 12.40
H 13.42 13.42 10.45
H 12.37 14.40 8.99
H 13.33 14.53 6.77
H 12.77 12.84 5.06
H 11.22 11.00 5.61
H 10.29 10.81 7.88
O 14.73 6.12 10.00
C 15.26 7.32 10.02
O 16.44 7.52 10.18
C 14.33 8.49 9.88
C 14.72 9.81 9.99
N 13.62 10.57 9.94
N 12.52 9.82 9.80
C 12.93 8.56 9.74
C 11.88 7.53 9.48
O 12.14 6.33 9.52
O 10.74 8.02 9.22
H 13.75 6.09 9.81
H 15.71 10.21 10.10
H 13.56 11.58 9.99
*
```

## Properties
HOMO-LUMO gap   9.4 eV
ΔE to the lowest compared entry with this formula, charge and spin   0.0 kcal per mole
HOMO   -12.07 eV
Total energy   -6884.4082 a.u.
E_LUMO   -2.7 eV

The following is a quantum chemistry calculation of C19H43NdO2P3 as an isolated structure in a non-equilibrium geometry, from OMol25.

```
! RIJCOSX wB97M-V def2-TZVPD def2/J DEFGRID3
* xyz 3 4
Nd -0.95 -0.59 0.85
P -3.37 1.05 0.74
P -0.68 -0.89 -2.06
P 0.28 1.96 0.33
H 0.78 -1.85 2.75
C 0.65 -0.76 2.80
C -0.53 -0.22 3.31
H -1.29 -0.87 3.76
C -4.87 0.10 1.22
C -3.99 1.80 -0.82
C -3.49 2.47 1.88
C 0.86 -1.79 -2.50
C -1.95 -2.07 -2.68
C -0.73 0.36 -3.39
C 0.73 2.90 1.83
C -0.45 3.25 -0.74
C 1.91 1.66 -0.45
H 1.57 -0.18 2.65
H -0.66 0.85 3.53
H -4.69 -0.44 2.16
H -5.13 -0.63 0.44
H -5.71 0.79 1.36
H -4.18 1.01 -1.56
H -3.24 2.49 -1.23
H -4.92 2.35 -0.64
H -3.31 2.13 2.90
H -4.50 2.91 1.82
H -2.75 3.23 1.62
H 0.83 -2.03 -3.57
H 0.92 -2.72 -1.91
H 1.75 -1.17 -2.29
H -1.70 -2.36 -3.71
H -2.94 -1.59 -2.67
H -1.97 -2.97 -2.05
H -0.65 -0.15 -4.36
H 0.12 1.06 -3.29
H -1.67 0.92 -3.35
H 1.44 3.71 1.59
H 1.18 2.23 2.57
H -0.18 3.33 2.28
H 0.27 4.07 -0.89
H -1.37 3.65 -0.28
H -0.72 2.82 -1.72
H 2.50 2.59 -0.45
H 1.79 1.30 -1.48
H 2.45 0.89 0.11
C 5.41 -0.38 -2.27
C 6.58 -1.15 -2.45
C 7.48 -1.24 -1.39
C 7.25 -0.55 -0.19
C 6.14 0.30 -0.08
C 5.24 0.42 -1.14
O 4.32 -0.47 -3.11
H 4.55 -1.05 -3.86
H 6.74 -1.68 -3.40
H 8.38 -1.86 -1.49
H 7.94 -0.66 0.65
H 5.95 0.87 0.84
H 4.38 1.10 -1.10
C -3.63 -3.10 3.52
C -2.54 -3.41 2.53
O -2.49 -2.38 1.38
H -3.61 -2.05 3.84
H -3.48 -3.72 4.40
H -4.63 -3.34 3.16
H -1.54 -3.31 2.93
H -2.66 -4.38 2.04
H -3.23 -2.54 0.77
*
```

## Properties
HOMO-LUMO gap (alpha / beta)   2.6 / 2.8 eV
ΔE to the lowest compared entry with this formula, charge and spin   0.0 kcal per mole
HOMO (alpha / beta)   -14.17 / -14.17 eV
Total energy   -2484.7074 a.u.
E_LUMO (alpha / beta)   -11.6 / -11.4 eV